The following is a quantum chemistry calculation of 2 unconnected molecules or ions with the total composition C3H10NO3, from OMol25.

XYZ file:
```
17
Properties=species:S:1:pos:R:3:lowdin_charge:R:1
N 1.573 0.883 -0.281 0.0018
C 0.682 -0.186 0.275 -0.3506
C -0.718 -0.192 0.035 -0.2749
O -1.101 -1.525 -0.526 -0.1889
C 0.720 0.030 1.959 -0.5336
O 0.358 -0.966 2.711 -0.3127
H 2.311 1.255 0.308 0.0394
H 1.929 0.647 -1.198 0.0375
H 1.112 -1.239 0.041 0.1562
H -1.572 0.040 0.776 0.1464
H -1.031 0.343 -0.895 0.0587
H -1.157 -2.205 0.297 0.1445
H 1.709 0.325 2.226 0.0508
H 0.172 0.928 2.114 0.0597
H -2.121 0.527 -1.905 0.0972
H -0.994 0.872 -2.981 0.0161
O -1.869 0.461 -2.956 -0.1476
```

Results
**Lowest unoccupied orbital energy**: 0.13944 Ha
**Relative energy (zero: lowest compared OMol25 entry of this formula, charge and spin)**: 267.8 kJ/mol
**E_tot**: -10903.207 eV
**Charge**: -1
**Orbital gap**: 6.407 eV
**HOMO energy**: -2.613 eV


The following is a quantum chemistry calculation of 2 unconnected molecules or ions with the total composition C3H10NO3, from OMol25.

XYZ file:
```
17
Properties=species:S:1:pos:R:3:lowdin_charge:R:1
C -0.901 0.586 0.572 -0.0842
C -1.647 -0.520 -0.266 -0.0231
C -0.437 -1.382 -0.707 -0.5362
O -0.554 -2.598 -0.182 0.1421
O 0.516 -0.955 -1.302 0.1047
N -0.030 1.536 -0.299 0.1853
H -1.578 1.159 1.195 0.1269
H -0.143 0.196 1.245 0.1222
H -2.181 -0.253 -1.174 0.1342
H -2.225 -1.090 0.452 0.1253
H 0.264 -3.116 -0.306 0.1527
H 0.008 1.286 -1.283 0.1563
H 0.898 1.598 0.170 0.1235
H -0.416 2.460 -0.060 0.1693
H 2.752 -0.393 0.799 0.0708
H 3.215 1.024 0.681 0.0722
O 2.459 0.463 0.466 -0.0421
```

Results
**Lowest unoccupied orbital energy**: -0.11948 Ha
**Relative energy (zero: lowest compared OMol25 entry of this formula, charge and spin)**: 85.3 kJ/mol
**E_tot**: -10899.580 eV
**Charge**: +1
**Orbital gap**: 11.492 eV
**HOMO energy**: -14.744 eV


The following is a quantum chemistry calculation of 2 unconnected molecules or ions with the total composition C3H10NOS, from OMol25.

XYZ file:
```
16
Properties=species:S:1:pos:R:3:lowdin_charge:R:1
C 1.569 -0.446 0.680 -0.1755
C 0.670 0.307 1.508 -0.5274
C 0.021 1.438 0.582 -0.6488
S -1.425 0.935 -0.563 0.1263
N -0.412 -0.712 1.757 -0.0720
H 1.647 -0.179 -0.375 0.0467
H 1.546 -1.645 0.509 0.1148
H 2.630 -0.371 1.120 0.0726
H 0.923 0.816 2.432 0.1093
H -0.287 2.312 1.240 0.0418
H 0.791 1.913 -0.013 0.0125
H -0.914 -0.670 2.660 0.0395
H -1.124 -0.216 1.112 -0.0807
H 1.148 -1.717 -3.557 -0.0088
H 0.132 -1.459 -2.410 -0.0133
O 0.704 -2.070 -2.829 -0.0370
```

Results
**Lowest unoccupied orbital energy**: 0.14137 Ha
**Relative energy (zero: lowest compared OMol25 entry of this formula, charge and spin)**: 203.0 kJ/mol
**E_tot**: -17645.339 eV
**Charge**: -1
**Orbital gap**: 6.728 eV
**HOMO energy**: -2.881 eV


The following is a quantum chemistry calculation of 2 unconnected molecules or ions with the total composition C3H10NOS, from OMol25.

XYZ file:
```
16
Properties=species:S:1:pos:R:3:lowdin_charge:R:1
C -2.454 -1.051 0.600 -0.2351
C -2.013 0.427 0.690 -0.6938
S -0.339 0.501 1.549 0.2322
H -2.505 -1.385 -0.443 0.0476
H -1.664 -1.672 1.051 0.0283
H -3.420 -1.165 1.097 0.0414
H -2.712 0.920 1.389 0.0176
H -1.928 0.938 -0.270 0.0246
H 0.643 -0.198 0.066 -0.1183
N 1.945 0.858 -2.138 -0.0007
C 2.257 -0.265 -1.276 -0.3887
O 1.056 -0.789 -0.708 -0.2407
H 1.216 1.468 -1.799 0.0537
H 1.677 0.499 -3.039 0.0422
H 3.036 -0.217 -0.496 0.1002
H 2.530 -1.103 -1.924 0.0894
```

Results
**Lowest unoccupied orbital energy**: 0.15236 Ha
**Relative energy (zero: lowest compared OMol25 entry of this formula, charge and spin)**: 104.9 kJ/mol
**E_tot**: -17646.355 eV
**Charge**: -1
**Orbital gap**: 6.983 eV
**HOMO energy**: -2.837 eV


The following is a quantum chemistry calculation of a gas-phase ion, C3H10NOS (charge +1), from OMol25.

XYZ file:
```
16
Properties=species:S:1:pos:R:3:lowdin_charge:R:1
N 0.672 0.773 0.899 0.1844
C -0.237 0.365 -0.284 -0.3310
C -1.454 1.328 -0.285 -0.2031
O -0.946 2.615 -0.130 -0.0329
C -0.430 -1.125 -0.231 -0.4798
S 1.203 -2.007 -0.057 0.7298
H 1.567 0.283 1.026 0.1221
H 0.115 0.495 1.742 0.1916
H 0.932 1.760 0.795 0.1644
H 0.424 0.651 -1.104 0.1558
H -1.925 1.157 -1.249 0.1413
H -2.092 1.011 0.562 0.1438
H -1.650 3.272 -0.142 0.1219
H -0.827 -1.403 -1.213 0.0931
H -1.169 -1.605 0.410 0.0914
H 0.790 -3.308 -0.188 -0.0930
```

Results
**Lowest unoccupied orbital energy**: -0.12327 Ha
**Relative energy (zero: lowest compared OMol25 entry of this formula, charge and spin)**: 54.2 kJ/mol
**E_tot**: -17638.896 eV
**Charge**: +1
**SMILES**: [NH3+][C@H](CO)CS
**Orbital gap**: 10.049 eV
**HOMO energy**: -13.404 eV


The following is a quantum chemistry calculation of 2 unconnected molecules or ions with the total composition C3H10NOS2, from OMol25.

XYZ file:
```
17
Properties=species:S:1:pos:R:3:lowdin_charge:R:1
C -0.539 -1.782 -0.902 -0.5071
S -0.606 -0.137 -1.689 0.3212
S -0.992 -0.766 -3.637 0.2096
H -1.487 -2.300 -0.904 0.0103
H -0.278 -1.561 0.243 -0.0201
H 0.284 -2.378 -1.332 0.0223
H 0.271 -0.650 -4.154 -0.2134
C -0.296 0.096 1.764 -0.4871
O 0.004 -1.238 1.656 -0.3686
C 0.857 0.939 1.175 -0.3274
N 0.392 2.312 0.838 -0.0497
H -1.189 0.477 1.202 0.0792
H -0.463 0.399 2.798 0.0773
H 1.687 1.057 1.958 0.1117
H 1.245 0.312 0.316 0.0759
H 1.213 2.936 0.729 0.0462
H -0.102 2.286 -0.060 0.0196
```

Results
**Lowest unoccupied orbital energy**: 0.10822 Ha
**Relative energy (zero: lowest compared OMol25 entry of this formula, charge and spin)**: 230.0 kJ/mol
**E_tot**: -28480.740 eV
**Charge**: -1
**Orbital gap**: 5.960 eV
**HOMO energy**: -3.015 eV


The following is a quantum chemistry calculation of C3H10NP in the gas phase, from OMol25.

XYZ file:
```
15
Properties=species:S:1:pos:R:3:lowdin_charge:R:1
C 0.054 1.664 0.072 -0.2225
P 0.545 -0.041 -0.171 0.5959
C -0.768 -0.924 -0.925 -0.2595
C 0.541 -0.612 1.629 -0.1877
N 1.981 -0.102 -1.180 -0.2779
H 0.496 2.156 0.973 0.0660
H 0.226 2.304 -0.754 0.0273
H -1.083 1.584 0.089 0.0692
H -0.313 -1.973 -1.120 0.0903
H -1.730 -0.839 -0.354 0.0618
H -1.002 -0.360 -1.820 0.0424
H 0.912 -1.546 1.863 0.0077
H 1.195 0.159 2.019 0.0255
H -0.488 -0.364 1.993 0.0588
H 1.865 -1.120 -1.371 -0.0974
```

Results
**Lowest unoccupied orbital energy**: 0.02545 Ha
**Relative energy (zero: lowest compared OMol25 entry of this formula, charge and spin)**: 137.8 kJ/mol
**E_tot**: -14050.801 eV
**Charge**: 0
**SMILES**: CP(C)(C)=N
**Orbital gap**: 8.567 eV
**HOMO energy**: -7.874 eV


The following is a quantum chemistry calculation of 2 unconnected molecules or ions with the total composition C3H10NP, from OMol25.

XYZ file:
```
15
Properties=species:S:1:pos:R:3:lowdin_charge:R:1
C -1.840 1.312 0.567 -0.2340
C 1.337 -0.360 -1.601 -0.2761
C 0.122 -1.383 0.796 -0.2797
N -0.729 1.128 -0.331 -0.3246
P 0.486 0.230 -0.010 0.6805
H -2.194 2.350 0.801 0.0773
H -1.677 0.904 1.591 0.0618
H -2.575 0.886 -0.064 0.0573
H 2.373 0.134 -1.773 0.0395
H 1.507 -1.468 -1.550 0.0269
H 0.646 -0.032 -2.469 0.0501
H 0.925 -2.108 0.991 0.0429
H -0.347 -1.013 1.780 0.0460
H -0.654 -1.800 0.213 0.0116
H 2.621 1.219 1.060 0.0204
```

Results
**Lowest unoccupied orbital energy (spin up / spin down)**: 0.04041 / -0.03982 Ha
**Relative energy (zero: lowest compared OMol25 entry of this formula, charge and spin)**: 0.0 kJ/mol
**E_tot**: -14046.643 eV
**Charge**: 0
**Multiplicity**: 3
**Orbital gap (spin up / spin down)**: 7.806 / 8.144 eV
**HOMO energy (spin up / spin down)**: -6.706 / -9.227 eV


The following is a quantum chemistry calculation of a gas-phase ion, C3H10NP2 (charge +1), from OMol25.

XYZ file:
```
16
Properties=species:S:1:pos:R:3:lowdin_charge:R:1
C 1.849 0.357 0.733 -0.4094
C -1.359 -0.643 0.040 -0.7805
C -1.985 -1.277 -1.218 -0.1735
N 2.679 1.251 0.087 -0.0329
P -1.893 0.968 0.910 0.7839
P 0.044 0.506 0.048 0.8354
H 2.097 -0.685 0.747 0.0737
H 1.809 0.529 1.942 0.1638
H -1.320 -1.524 0.855 0.1368
H -2.652 -1.992 -0.888 0.0253
H -1.189 -1.872 -1.867 0.1173
H -2.495 -0.631 -2.073 0.1211
H 2.970 2.139 0.453 0.0987
H 3.082 1.115 -0.830 0.1045
H -1.603 0.577 2.251 -0.0895
H -0.034 1.182 -1.191 0.0253
```

Results
**Lowest unoccupied orbital energy**: -0.14292 Ha
**Relative energy (zero: lowest compared OMol25 entry of this formula, charge and spin)**: 150.7 kJ/mol
**E_tot**: -23331.622 eV
**Charge**: +1
**Orbital gap**: 9.795 eV
**HOMO energy**: -13.684 eV


The following is a quantum chemistry calculation of 2 unconnected molecules or ions with the total composition C3H10NS, from OMol25.

XYZ file:
```
15
Properties=species:S:1:pos:R:3:lowdin_charge:R:1
S -0.204 2.313 -2.274 -0.1506
H -0.138 3.317 -3.177 -0.4608
C 1.123 -0.284 -0.461 -0.1410
N 0.129 -0.014 0.586 -0.3365
C -1.227 0.096 0.089 -0.1647
C 0.249 -0.986 1.656 -0.1509
H 0.960 0.367 -1.324 -0.0444
H 1.002 -1.336 -0.789 0.0703
H 2.088 -0.191 0.033 0.0702
H -1.885 0.277 0.944 0.0687
H -1.308 0.934 -0.613 -0.0492
H -1.583 -0.815 -0.433 0.0788
H -0.543 -0.787 2.381 0.0680
H 1.227 -0.886 2.127 0.0710
H 0.110 -2.005 1.255 0.0713
```

Results
**Lowest unoccupied orbital energy**: 0.14006 Ha
**Relative energy (zero: lowest compared OMol25 entry of this formula, charge and spin)**: 92.3 kJ/mol
**E_tot**: -15598.845 eV
**Charge**: -1
**Orbital gap**: 6.468 eV
**HOMO energy**: -2.656 eV